1.
Entry from OMol25: a molecular structure, C27H26N2S5W (wB97M-V/def2-TZVPD).

Positions of all 61 atoms, in Å:
1 W -0.3494 -0.1338 -0.1330
2 S -2.1224 -1.6391 -0.8824
3 C -1.3578 -3.0169 -1.6649
4 C -2.0388 -3.7801 -2.6073
5 C -1.4506 -4.9363 -3.0968
6 C -0.1983 -5.3484 -2.6525
7 C 0.4832 -4.5997 -1.7071
8 C -0.1055 -3.4323 -1.2454
9 S 0.6405 -2.4358 0.0097
10 C 2.2126 -1.9949 -0.7796
11 C 2.7589 -0.8855 0.0569
12 C 4.1164 -0.7608 0.2734
13 C 4.5806 0.2492 1.0992
14 C 3.6563 1.0799 1.7053
15 C 2.3077 0.8936 1.4573
16 C 1.2886 1.7154 2.1585
17 S -0.0469 2.1271 1.0018
18 C -1.3974 2.1983 2.1455
19 C -1.9257 3.4254 2.5240
20 C -2.9271 3.4502 3.4794
21 C -3.3677 2.2598 4.0444
22 C -2.8299 1.0386 3.6635
23 C -1.8349 0.9894 2.6928
24 S -1.1556 -0.5511 2.1783
25 N 1.8513 -0.0583 0.6208
26 H -3.0214 -3.4780 -2.9443
27 H -1.9802 -5.5304 -3.8291
28 H 0.2414 -6.2582 -3.0359
29 H 1.4468 -4.9266 -1.3372
30 H 2.0220 -1.6943 -1.8105
31 H 2.8774 -2.8559 -0.7697
32 H 4.7954 -1.4561 -0.1997
33 H 5.6395 0.3734 1.2808
34 H 3.9660 1.8659 2.3794
35 H 1.7016 2.6479 2.5367
36 H 0.8448 1.1438 2.9756
37 H -1.5572 4.3440 2.0840
38 H -3.3575 4.3931 3.7859
39 H -4.1477 2.2802 4.7939
40 H -3.1896 0.1205 4.1077
41 C -3.3177 0.8431 -2.1887
42 S -2.4934 1.3552 -0.6582
43 C -1.8808 2.9378 -1.3093
44 H -2.5886 0.5800 -2.9514
45 H -3.9109 1.7033 -2.4938
46 H -3.9784 0.0123 -1.9794
47 H -2.7194 3.4068 -1.8185
48 H -1.0587 2.7806 -2.0049
49 H -1.5782 3.5856 -0.4937
50 N 0.3277 0.3041 -1.6858
51 C 0.8926 0.6484 -2.8914
52 C 0.4956 -0.0429 -4.0429
53 C 1.0744 0.2845 -5.2554
54 C 2.0292 1.2933 -5.3224
55 C 2.4179 1.9800 -4.1772
56 C 1.8561 1.6613 -2.9540
57 H -0.2509 -0.8243 -3.9655
58 H 0.7801 -0.2411 -6.1535
59 H 2.4729 1.5481 -6.2752
60 H 3.1596 2.7642 -4.2440
61 H 2.1452 2.1870 -2.0520

Output
Molar mass = 722.694 g/mol
Charge = +2
Kohn-Sham gap = 6.6 eV
Spin multiplicity = 1
LUMO level = -6.69 eV

2.
Entry from OMol25: a single C5H11NO molecule in a non-equilibrium geometry (wB97M-V/def2-TZVPD).

Positions of all 18 atoms, in Å:
1 C -2.6625 -0.8794 0.0741
2 N -1.3003 -1.1620 -0.3381
3 C -0.3896 -0.0103 -0.1511
4 C 0.0783 0.6245 -1.4895
5 C 0.7853 -0.4673 0.7329
6 C 2.0251 0.4070 0.6254
7 O 2.0786 1.5552 0.9763
8 H -2.6139 -0.6646 1.1538
9 H -3.4222 -1.6570 0.0171
10 H -3.0752 0.0696 -0.2846
11 H -1.2538 -1.3763 -1.3294
12 H -0.9429 0.7985 0.3250
13 H 0.1307 -0.0548 -2.3466
14 H -0.5364 1.4361 -1.9068
15 H 1.0077 1.1900 -1.3811
16 H 0.4594 -0.6414 1.7592
17 H 1.1474 -1.4110 0.2979
18 H 2.8623 -0.0412 0.0559

Output
SMILES = CN[C@H](C)CC=O
Molar mass = 101.149 g/mol
Charge = 0
Kohn-Sham gap = 10.1 eV
Spin multiplicity = 1
LUMO level = 1.01 eV

3.
Entry from OMol25: a molecular structure, C26H38Cl2NO6PS2Sr in a non-equilibrium geometry (wB97M-V/def2-TZVPD).

Positions of all 77 atoms, in Å:
1 C 7.6650 -1.1394 2.5514
2 C 7.4163 -1.7972 1.1926
3 C 8.1286 -1.1023 0.0275
4 C 7.9008 0.4098 -0.0741
5 C 6.4400 0.8394 0.0562
6 C 5.6045 0.4861 -1.1845
7 C 4.5252 1.5137 -1.5068
8 C 3.4185 1.5970 -0.4315
9 C 2.2685 0.6766 -0.6943
10 C 2.1364 -0.5652 -0.2205
11 Cl 3.2647 -1.3551 0.7921
12 C 0.9467 -1.3847 -0.6004
13 O 1.0087 -2.5595 -0.8293
14 C -0.3399 -0.6080 -0.7265
15 C -0.2228 0.6767 -1.2524
16 C -1.3411 1.4726 -1.4864
17 C -1.2052 2.8391 -2.1110
18 C -2.5974 0.9356 -1.1701
19 C -3.8129 1.7669 -1.5142
20 C -4.4813 2.5518 -0.3632
21 C -3.5828 3.2232 0.6766
22 N -2.9735 2.3026 1.6629
23 C -2.7193 -0.3455 -0.6165
24 C -4.1051 -0.9275 -0.4014
25 C -4.7838 -0.6906 0.9525
26 C -6.3224 -0.9616 0.7611
27 C -6.4849 -2.4891 0.8513
28 S -7.7635 -3.0834 -0.2657
29 O -8.0015 -2.0343 -1.2080
30 O -7.4314 -4.3932 -0.6891
31 Cl -9.3440 -3.1949 0.9810
32 C -1.5848 -1.1335 -0.3733
33 P -1.6992 -2.8360 0.3049
34 O -2.9040 -2.8238 1.4155
35 O -0.4318 -3.0669 1.2545
36 S -2.0393 -4.1066 -1.0531
37 C 1.1711 1.1569 -1.5784
38 O 1.3932 1.8866 -2.5136
39 H 6.9890 -0.3062 2.7394
40 H 7.4955 -1.8626 3.3499
41 H 8.6938 -0.7908 2.6395
42 H 7.7774 -2.8257 1.2317
43 H 6.3430 -1.8526 0.9878
44 H 9.1989 -1.2839 0.1530
45 H 7.8425 -1.5944 -0.9049
46 H 8.5248 0.9230 0.6580
47 H 8.2378 0.7360 -1.0609
48 H 5.9765 0.4106 0.9449
49 H 6.4231 1.9284 0.1680
50 H 6.2789 0.4486 -2.0445
51 H 5.1830 -0.5176 -1.0967
52 H 4.0581 1.2398 -2.4529
53 H 4.9871 2.4941 -1.6133
54 H 3.8039 1.4043 0.5696
55 H 3.0184 2.6136 -0.4299
56 H -0.2046 3.2368 -2.0186
57 H -1.8942 3.5621 -1.6767
58 H -1.4536 2.7784 -3.1724
59 H -4.5917 1.1550 -1.9688
60 H -3.5639 2.4989 -2.2754
61 H -5.2131 1.8704 0.1000
62 H -5.0692 3.3546 -0.8192
63 H -2.7911 3.7746 0.1799
64 H -4.1833 3.9875 1.2039
65 H -2.2507 2.8142 2.1635
66 H -3.6327 2.0674 2.4062
67 H -4.0365 -2.0009 -0.5841
68 H -4.7756 -0.5498 -1.1715
69 H -4.5254 0.3027 1.3571
70 H -4.4775 -1.3939 1.7206
71 H -6.9196 -0.5522 1.6036
72 H -6.6853 -0.5836 -0.1958
73 H -5.5699 -2.9988 0.5483
74 H -6.7159 -2.8095 1.8636
75 H -2.6045 -2.4692 2.2632
76 H -0.4975 -2.6956 2.1420
77 Sr -6.2926 1.7497 1.8763

Output
Molar mass = 714.225 g/mol
Charge = +2
Kohn-Sham gap = 4.1 eV
Spin multiplicity = 1
LUMO level = -9.04 eV

4.
Entry from OMol25: a molecular structure, C11H24Cl2N4O4PbS2Se (wB97M-V/def2-TZVPD).

Positions of all 49 atoms, in Å:
1 Pb 0.2947 0.4480 -1.0571
2 C 1.2434 -2.2999 -2.7418
3 C 0.3786 -3.0169 -1.7059
4 N -0.2208 -2.1048 -0.7030
5 C -0.2122 -2.6190 0.6850
6 C 1.1199 -3.1359 1.2388
7 S 2.5631 -2.0567 1.0956
8 C 3.3529 -2.5964 -0.4541
9 C 3.3831 -1.6167 -1.6056
10 N 2.0907 -1.2397 -2.1862
11 H 0.5884 -1.8210 -3.4738
12 H 1.8194 -3.0511 -3.2936
13 H 0.9539 -3.7798 -1.1892
14 H -0.4039 -3.5581 -2.2409
15 H -1.2043 -1.9912 -0.9350
16 H -0.9132 -3.4522 0.7948
17 H -0.5625 -1.8193 1.3371
18 H 1.4381 -4.0949 0.8283
19 H 0.9924 -3.2840 2.3122
20 H 2.9141 -3.5541 -0.7226
21 H 4.3836 -2.7772 -0.1457
22 H 4.0295 -2.0884 -2.3545
23 H 3.8777 -0.7025 -1.2756
24 H 2.3134 -0.6052 -2.9479
25 C -3.9724 2.3265 2.0164
26 N -2.6505 2.8695 1.7634
27 C -2.2775 4.2072 2.2601
28 C -0.8431 4.3705 1.7394
29 N -0.5054 2.9923 1.3714
30 C -1.5776 2.2079 1.3615
31 S -1.5955 0.5371 0.9016
32 H -4.7207 3.0271 1.6504
33 H -4.1205 2.1738 3.0865
34 H -4.0845 1.3768 1.5022
35 H -2.3340 4.2119 3.3503
36 H -2.9585 4.9604 1.8701
37 H -0.1602 4.7491 2.4953
38 H -0.7949 5.0150 0.8620
39 H 0.4249 2.6760 1.1325
40 Cl -2.1879 2.4571 -2.3083
41 C -3.2228 1.0438 -2.5659
42 Cl -2.2637 -0.4072 -2.9830
43 H -3.8811 1.2475 -3.4014
44 H -3.7619 0.8399 -1.6487
45 O 1.8791 -0.6633 0.8320
46 Se 2.8109 1.0028 1.3674
47 O 1.8358 1.8368 0.3584
48 O 4.2586 0.6699 0.8141
49 O 2.4836 1.0887 2.9128

Output
Molar mass = 697.537 g/mol
Charge = +2
Kohn-Sham gap = 8.7 eV
Spin multiplicity = 1
LUMO level = -6.15 eV